<a>
Entry from the OMol25 dataset: one molecule with the formula C3H5NS (wB97M-V/def2-TZVPD).

Computed properties:
Multiplicity ... 1
LUMO energy ... 0.6 eV
Gap between HOMO and LUMO ... 9.3 eV
HOMO ... -8.71 eV

Element x y z (Å)
S 0.2311 -0.5753 -1.7782
N 0.4454 -1.5365 -0.4748
C 0.7274 -0.0984 1.1810
C 0.2114 0.9532 0.4029
C -0.1304 1.2125 -0.8066
H -0.4766 -1.8393 -0.1162
H -1.0504 -0.5480 -2.0716
H 0.1387 -0.5212 1.9228
H 1.8301 0.0149 1.3728
H -1.0160 1.5582 -1.2683

Atom charges from the natural (NBO) analysis, given in e for atoms 1 to 4: number 1, S, carries 0.659; number 2, N, carries -0.971; number 3, C, carries -0.334; number 4, C, carries -0.016



<b>
Entry from the OMol25 dataset: one molecule with the formula C3H5NS (wB97M-V/def2-TZVPD).

Computed properties:
Multiplicity ... 1
LUMO energy ... 0.0 eV
Gap between HOMO and LUMO ... 8.2 eV
HOMO ... -8.21 eV

Element x y z (Å)
S -2.2956 -0.4544 0.0125
N 0.1610 1.0718 -0.2269
C 1.0972 -0.1127 0.0608
C 0.6047 -1.3968 -0.1239
C -1.1425 0.8114 -0.0497
H 0.5488 1.9523 0.4714
H 2.0606 0.2122 0.4360
H -0.4694 -1.4406 -0.2202
H 1.3398 -2.2665 -0.1128
H -1.9045 1.6232 -0.2473

Atom charges from the natural (NBO) analysis, given in e for atoms 1 to 4: number 1, S, carries -0.121; number 2, N, carries -0.596; number 3, C, carries -0.061; number 4, C, carries -0.434



Quick ranking, most stable first: <b>, <a>.